Record 1
DFT (wB97M-V/def2-TZVPD) results for C50H58NO3P2RhSSeSi2 as an isolated structure.

## Properties
* HOMO-LUMO gap (spin up / spin down): 6.2 / 6.9 eV
* ⟨S²⟩: 6.0196
* energy: -173952.209 eV
* multiplicity: 5
* highest occupied orbital energy (spin up / spin down): -5.57 / -8.36 eV

Atoms and positions in Å:
1 Rh -0.565 1.120 -0.239
2 C 1.044 3.669 -2.779
3 Si 0.277 3.406 -1.075
4 C 1.527 4.011 0.241
5 C 2.021 5.316 0.280
6 C 2.836 5.752 1.313
7 C 3.177 4.886 2.344
8 C 2.734 3.574 2.313
9 C 1.926 3.141 1.265
10 P 1.537 1.386 0.968
11 C 1.909 0.535 2.529
12 C 1.186 0.903 3.664
13 C 1.387 0.244 4.865
14 C 2.305 -0.797 4.944
15 C 3.009 -1.183 3.814
16 C 2.809 -0.524 2.608
17 C 2.961 1.009 -0.124
18 C 2.750 0.663 -1.453
19 C 3.819 0.580 -2.338
20 C 5.110 0.815 -1.895
21 C 5.333 1.137 -0.561
22 C 4.266 1.247 0.313
23 C -1.132 4.685 -0.907
24 C -0.955 6.040 -1.194
25 C -1.945 6.974 -0.929
26 C -3.148 6.571 -0.363
27 C -3.369 5.228 -0.111
28 C -2.375 4.293 -0.398
29 P -2.669 2.503 -0.312
30 C -3.422 2.168 -1.945
31 C -4.261 3.092 -2.568
32 C -4.827 2.806 -3.800
33 C -4.559 1.597 -4.427
34 C -3.722 0.675 -3.819
35 C -3.155 0.960 -2.584
36 C -4.048 2.329 0.856
37 C -5.224 1.663 0.526
38 C -6.215 1.481 1.483
39 C -6.037 1.963 2.770
40 C -4.861 2.625 3.106
41 C -3.869 2.799 2.158
42 H 1.347 4.709 -2.923
43 H 0.330 3.412 -3.564
44 H 1.930 3.043 -2.901
45 H 1.764 6.017 -0.504
46 H 3.200 6.772 1.319
47 H 3.799 5.228 3.161
48 H 3.019 2.888 3.101
49 H 0.450 1.695 3.599
50 H 0.820 0.536 5.739
51 H 2.461 -1.312 5.883
52 H 3.712 -2.004 3.864
53 H 3.347 -0.847 1.726
54 H 1.745 0.468 -1.808
55 H 3.635 0.328 -3.374
56 H 5.942 0.748 -2.584
57 H 6.339 1.324 -0.207
58 H 4.447 1.537 1.340
59 H -0.027 6.383 -1.634
60 H -1.775 8.019 -1.154
61 H -3.916 7.299 -0.137
62 H -4.316 4.902 0.303
63 H -4.468 4.042 -2.093
64 H -5.475 3.532 -4.274
65 H -4.998 1.379 -5.392
66 H -3.503 -0.268 -4.302
67 H -2.504 0.230 -2.119
68 H -5.367 1.282 -0.477
69 H -7.126 0.960 1.218
70 H -6.809 1.820 3.514
71 H -4.714 2.995 4.112
72 H -2.942 3.292 2.428
73 Se -2.984 -1.422 0.394
74 C -2.217 -0.271 1.567
75 N -1.616 0.488 2.217
76 C -2.178 -4.250 -1.962
77 C -0.825 -4.867 -2.303
78 C -0.676 -6.232 -1.642
79 C -0.658 -4.974 -3.813
80 O 0.251 -4.032 -1.854
81 Si 0.419 -3.096 -0.527
82 S -0.494 -1.223 -0.992
83 O 2.003 -2.803 -0.284
84 C 3.192 -3.382 -0.854
85 C 3.234 -4.883 -0.594
86 C 3.233 -3.106 -2.351
87 C 4.343 -2.674 -0.151
88 O -0.282 -3.891 0.702
89 C -0.107 -3.945 2.127
90 C 0.064 -2.549 2.697
91 C 1.121 -4.792 2.434
92 C -1.372 -4.599 2.663
93 H -2.976 -4.880 -2.359
94 H -2.265 -3.257 -2.405
95 H -2.305 -4.170 -0.882
96 H -1.460 -6.910 -1.983
97 H -0.744 -6.130 -0.559
98 H 0.292 -6.668 -1.895
99 H -1.419 -5.629 -4.239
100 H 0.326 -5.378 -4.052
101 H -0.747 -3.987 -4.268
102 H 2.361 -5.370 -1.028
103 H 3.262 -5.094 0.475
104 H 4.130 -5.308 -1.050
105 H 2.407 -3.606 -2.854
106 H 4.174 -3.468 -2.767
107 H 3.163 -2.036 -2.531
108 H 4.282 -2.840 0.927
109 H 4.299 -1.600 -0.345
110 H 5.302 -3.055 -0.507
111 H 0.895 -2.036 2.210
112 H 0.279 -2.597 3.766
113 H -0.838 -1.961 2.557
114 H 2.020 -4.278 2.094
115 H 1.054 -5.759 1.934
116 H 1.202 -4.958 3.509
117 H -2.240 -3.995 2.393
118 H -1.326 -4.685 3.749
119 H -1.493 -5.595 2.237

Forces on atoms 1 to 2 (eV/Å):
0.0090 0.2251 -0.0551
0.0309 -0.0364 0.0498

These are the Löwdin partial charges, in e, on atoms 1 to 6: Rh 0.30; C -0.21; Si 0.62; C -0.28; C -0.09; C -0.08

Record 2
DFT (wB97M-V/def2-TZVPD) results for one molecule with the formula C4H2BrNOS in a non-equilibrium geometry.

## Properties
* HOMO-LUMO gap: 9.3 eV
* energy: -88590.565 eV
* highest occupied orbital energy: -10.27 eV
* SMILES: C#C[C@@H](Br)SOC#N

Atoms and positions in Å:
1 C 0.476 -0.867 2.066
2 C 0.515 0.016 1.221
3 C -1.933 -0.392 -1.477
4 C 0.888 0.780 0.088
5 N -2.978 0.081 -1.579
6 O -0.767 -0.941 -1.315
7 S 0.701 -0.242 -1.787
8 Br 2.755 1.482 0.055
9 H 0.294 -1.482 2.906
10 H 0.049 1.566 -0.176

Forces on atoms 1 to 2 (eV/Å):
-0.3960 1.9181 -1.1467
1.0676 -2.3403 0.8871

These are the natural (NBO) partial charges, in e, on atoms 1 to 6: C -0.09; C -0.13; C 0.54; C -0.38; N -0.39; O -0.63

Record 3
DFT (wB97M-V/def2-TZVPD) results for C32H45As3CsFN5O3S2 as an isolated structure.

## Properties
* HOMO-LUMO gap (spin up / spin down): 6.7 / 3.2 eV
* total charge: -1
* energy: -254956.906 eV
* highest occupied orbital energy (spin up / spin down): -5.02 / -2.38 eV

Atoms and positions in Å:
1 Cs -0.398 -0.129 0.003
2 C 3.390 0.361 3.575
3 As 2.803 0.049 1.732
4 C 3.475 -1.799 1.613
5 C 4.102 1.241 0.784
6 C 5.282 0.752 -0.088
7 C 6.377 0.225 0.847
8 C 4.861 -0.334 -1.101
9 As 2.968 -0.322 -1.666
10 C 2.875 1.106 -3.002
11 C 3.038 -1.832 -2.899
12 C 5.790 2.010 -0.828
13 As 7.369 2.113 -2.035
14 C 8.374 0.434 -1.846
15 C 6.523 1.656 -3.748
16 H 4.437 0.097 3.733
17 H 2.755 -0.246 4.221
18 H 3.232 1.408 3.835
19 H 4.539 -1.919 1.804
20 H 3.223 -2.228 0.644
21 H 2.920 -2.348 2.375
22 H 4.502 1.910 1.552
23 H 3.445 1.856 0.161
24 H 5.958 -0.484 1.559
25 H 6.817 1.047 1.419
26 H 7.171 -0.277 0.300
27 H 4.979 -1.322 -0.648
28 H 5.514 -0.311 -1.973
29 H 3.629 1.014 -3.783
30 H 2.958 2.082 -2.524
31 H 1.878 1.032 -3.440
32 H 3.784 -1.699 -3.684
33 H 2.040 -1.923 -3.329
34 H 3.254 -2.745 -2.345
35 H 5.991 2.781 -0.080
36 H 4.984 2.406 -1.455
37 H 8.957 0.441 -0.927
38 H 9.068 0.406 -2.688
39 H 7.747 -0.455 -1.878
40 H 5.734 2.376 -3.963
41 H 6.100 0.652 -3.759
42 H 7.277 1.730 -4.532
43 S -0.793 1.623 3.228
44 C -1.597 0.647 4.326
45 C -2.429 1.325 5.295
46 N -3.089 1.887 6.052
47 C -1.516 -0.767 4.406
48 S -0.614 -1.773 3.416
49 C -2.269 -1.420 5.455
50 N -2.860 -1.963 6.280
51 F -2.477 5.829 -4.603
52 C -2.801 4.521 -4.748
53 C -2.161 3.582 -3.991
54 C -2.484 2.231 -4.132
55 C -1.782 1.237 -3.267
56 O -0.986 1.637 -2.418
57 C -2.166 -0.132 -3.508
58 C -3.151 -0.397 -4.400
59 N -3.777 0.515 -5.194
60 C -4.829 0.099 -6.085
61 C -4.602 0.190 -7.566
62 C -4.639 -1.148 -6.885
63 C -3.461 1.857 -5.058
64 C -4.112 2.842 -5.817
65 C -3.794 4.175 -5.673
66 N -4.499 5.138 -6.462
67 C -5.340 6.041 -5.674
68 C -6.250 6.827 -6.593
69 N -5.472 7.553 -7.631
70 C -4.529 6.663 -8.355
71 C -3.657 5.886 -7.392
72 C -1.550 -1.353 -2.807
73 O -2.321 -2.303 -2.604
74 O -0.330 -1.256 -2.520
75 H -1.407 3.857 -3.266
76 H -3.484 -1.421 -4.506
77 H -5.829 0.314 -5.723
78 H -3.636 0.557 -7.886
79 H -5.435 0.487 -8.188
80 H -3.702 -1.675 -6.773
81 H -5.501 -1.783 -7.026
82 H -4.884 2.586 -6.527
83 H -4.743 6.726 -5.059
84 H -5.957 5.441 -5.002
85 H -6.827 7.577 -6.048
86 H -6.933 6.165 -7.122
87 H -4.954 8.342 -7.199
88 H -6.164 8.022 -8.350
89 H -3.934 7.302 -9.012
90 H -5.135 5.992 -8.961
91 H -2.970 6.570 -6.876
92 H -3.056 5.175 -7.964

Forces on atoms 1 to 2 (eV/Å):
-0.1600 0.0740 0.4456
0.0118 -0.0314 0.0185

These are the Löwdin partial charges, in e, on atoms 1 to 6: Cs 0.85; C -0.33; As 1.04; C -0.33; C -0.40; C -0.66

Record 4
DFT (wB97M-V/def2-TZVPD) results for one molecule with the formula C2H7N3 in a non-equilibrium geometry.

## Properties
* HOMO-LUMO gap: 10.6 eV
* energy: -6655.361 eV
* highest occupied orbital energy: -9.85 eV
* SMILES: [H]/N=C(\N)CN

Atoms and positions in Å:
1 C -0.384 0.096 0.827
2 C 0.439 -0.172 -0.351
3 H -2.458 -0.119 0.416
4 H -2.360 1.163 -0.152
5 H 0.277 0.774 1.594
6 H -0.517 -0.910 1.237
7 H 2.267 -0.647 -0.617
8 H 1.833 -0.714 0.982
9 H 0.839 -0.854 -2.095
10 N -1.891 0.660 0.776
11 N 1.836 -0.042 0.141
12 N 0.026 -0.366 -1.519

Forces on atoms 1 to 2 (eV/Å):
-2.3368 2.7546 1.8857
1.4559 1.9389 0.9480

These are the natural (NBO) partial charges, in e, on atoms 1 to 6: C -0.29; C 0.40; H 0.35; H 0.37; H 0.22; H 0.22

energy of number 3 (C32H45As3CsFN5O3S2)?
-254956.906 eV